[1]
C7H32O9 | the ωB97M-V functional and the def2-TZVPD basis

XYZ file:
```
48
Properties=species:S:1:pos:R:3:mulliken_charge:R:1
C -0.040 -0.993 1.890 -1.41
C 0.502 -1.671 0.860 0.88
C 1.377 -2.904 0.950 -1.13
C 0.464 -1.008 -0.505 -0.64
C -0.515 -1.738 -1.474 -1.23
C -1.080 -0.843 -2.555 -0.74
C -0.581 0.615 -2.636 -0.82
H 0.170 -1.199 2.936 0.28
H -0.800 -0.265 1.613 0.46
H 0.834 -3.827 1.197 0.29
H 2.285 -2.807 1.565 0.31
H 1.940 -3.062 0.025 0.38
H 0.443 0.069 -0.363 0.52
H 1.443 -1.131 -1.004 0.53
H -1.345 -2.150 -0.877 0.45
H -0.045 -2.611 -1.921 0.48
H -2.173 -0.749 -2.618 0.41
H -0.836 -1.264 -3.550 0.38
H 0.515 0.632 -2.593 0.15
H -0.889 1.192 -3.486 0.61
H -0.962 1.091 -1.720 0.05
O 3.402 1.142 -0.497 -0.72
H 3.083 0.310 -0.114 0.43
H 3.892 1.535 0.249 0.28
O 3.434 -0.537 1.618 -0.61
H 4.187 -0.813 2.169 0.30
H 2.764 -1.041 2.081 0.24
O 1.486 3.192 -2.753 -0.62
H 1.198 2.695 -3.519 0.27
H 2.255 2.741 -2.366 0.31
O -2.529 -2.907 2.365 -0.70
H -1.614 -2.755 2.111 0.31
H -2.789 -1.978 2.475 0.38
O -3.462 -0.802 -0.662 -0.60
H -2.541 -0.679 -0.474 0.21
H -3.833 -1.361 0.042 0.31
O -2.357 1.845 0.422 -0.65
H -2.638 2.289 1.239 0.38
H -1.570 2.364 0.162 0.31
O -0.044 2.827 1.570 -0.67
H 0.073 1.934 1.896 0.28
H 0.704 3.145 1.053 0.37
O -3.683 0.231 2.355 -0.64
H -4.360 -0.028 1.749 0.31
H -3.076 0.776 1.802 0.24
O 2.270 3.622 0.074 -0.70
H 2.388 4.149 -0.736 0.30
H 2.652 2.726 -0.045 0.46
```

The calculation puts the HOMO-LUMO gap at 9.800 eV. The LUMO energy comes out at -0.1 eV. Its SMILES is C=C(C)CCCC.O.O.O.O.O.O.O.O.O. The HOMO energy comes out at -9.9 eV. The energy above the lowest of the compared OMol25 structures with the same formula, charge and spin comes out at 12.9 kcal/mol.

[2]
C4H8N2O2 | the ωB97M-V functional and the def2-TZVPD basis

XYZ file:
```
16
Properties=species:S:1:pos:R:3:mulliken_charge:R:1
C 0.196 1.090 -0.215 -0.40
C 1.515 -1.161 -0.068 0.44
N -1.782 -0.576 1.020 -0.42
C 0.304 -1.563 0.284 -0.77
C -0.760 -0.589 0.070 0.32
O 0.405 1.544 -1.544 -0.50
O -0.780 1.959 0.353 -0.52
N 2.672 -0.841 -0.092 -0.50
H -0.427 2.861 0.287 0.32
H -0.377 1.260 -2.043 0.34
H 1.135 1.300 0.304 0.47
H 3.128 -0.909 -1.004 0.29
H -2.709 -0.975 1.015 0.17
H -1.476 -0.289 1.947 0.19
H 0.114 -2.577 0.623 0.31
H -1.159 -0.535 -0.937 0.24
```

The calculation puts the HOMO-LUMO gap at 9.109 eV. The LUMO energy comes out at 0.8 eV. The HOMO energy comes out at -8.3 eV. The energy above the lowest of the compared OMol25 structures with the same formula, charge and spin comes out at 108.9 kcal/mol.

[3]
C3H6F2 | the ωB97M-V functional and the def2-TZVPD basis

XYZ file:
```
11
Properties=species:S:1:pos:R:3:mulliken_charge:R:1
C -1.250 0.019 0.151 -0.95
C 0.146 -0.504 -0.607 -0.40
C 1.271 0.198 0.278 0.21
F 2.448 -0.428 0.044 -0.22
F 0.969 1.597 -0.259 -0.29
H -2.309 -0.203 -0.409 0.27
H -1.608 -0.234 1.303 0.27
H -1.120 1.155 0.342 0.30
H -0.126 -1.710 -0.520 0.26
H 0.525 0.000 -1.682 0.27
H 1.053 0.112 1.359 0.28
```

The calculation puts the HOMO-LUMO gap at 12.127 eV. The LUMO energy comes out at 1.1 eV. Its SMILES is CCC(F)F. The HOMO energy comes out at -11.0 eV. The energy above the lowest of the compared OMol25 structures with the same formula, charge and spin comes out at 76.9 kcal/mol.

Number 2 is which compound? C4H8N2O2

Which formula does entry 3 have? C3H6F2